57
Properties=species:S:1:pos:R:3:forces:R:3 method="wB97M-V/def2-TZVPD" lumo_ev="-13.22 / -13.22" charge=+4
V -0.1392 0.1947 -0.5061 3.653 2.577 -0.835
Br -2.4023 1.3226 -1.5102 0.002 0.315 -0.263
C -2.9723 3.1611 -1.1075 2.014 1.153 -1.635
C -3.9726 3.2854 -0.2028 -1.874 -0.837 0.350
C -4.2789 4.5440 0.2767 1.272 -0.043 -0.733
C -3.6149 5.6020 -0.2866 0.906 1.724 -1.431
C -2.7372 5.3824 -1.3696 -1.063 -0.327 0.301
N -2.3997 4.1618 -1.7622 0.310 -1.331 0.219
C -2.2857 6.4619 -2.2668 1.609 1.356 -1.549
O -1.8478 7.2182 -2.9945 -1.596 -2.211 2.290
O 1.1275 0.4976 -1.4368 -2.878 -0.292 1.692
H -4.6262 2.4214 -0.0761 0.306 0.162 0.858
H -4.9384 4.7405 1.0596 -1.329 -0.011 1.018
H -3.7827 6.6387 -0.0516 -0.376 0.144 0.567
C 0.9519 0.1885 4.7265 -0.905 0.727 0.377
N 0.7569 -0.0666 3.2954 -0.268 -0.745 0.652
C 0.3605 -1.4376 2.9721 -0.221 -0.692 -0.454
C 0.9987 0.8211 2.3623 -1.221 -1.814 -0.765
O 0.2998 0.5820 1.2009 0.030 0.047 -0.055
N 1.8010 1.8259 2.4453 0.610 0.723 -0.185
C 1.6876 2.8751 1.4409 0.002 1.036 1.290
C 3.0359 1.8501 3.2711 -0.188 -0.253 1.472
H 0.3138 -0.4827 5.3304 0.566 0.175 -0.514
H 0.6031 1.1918 4.9521 0.002 0.224 -0.027
H 1.9814 0.1449 4.9938 0.679 -0.420 0.454
H 1.0570 -1.8645 2.2384 -0.186 0.056 0.133
H -0.6757 -1.5706 2.6019 0.477 0.463 0.230
H 0.4398 -2.0241 3.8877 0.048 0.058 -0.201
H 2.2905 3.6899 1.8247 0.019 0.260 -0.185
H 0.6721 3.2481 1.3868 -0.201 -0.099 -0.188
H 2.0818 2.5767 0.5080 0.327 -0.380 -1.110
H 3.3954 0.7969 3.4663 -0.393 1.393 -0.067
H 2.9516 2.5060 4.1965 -0.339 -1.260 -0.825
H 3.7520 2.3993 2.7020 0.681 -0.065 -0.676
C 2.8146 -3.4756 -1.3826 2.084 -0.862 0.543
N 2.2656 -3.5258 -2.7372 -0.087 0.692 -0.245
C 1.8544 -4.9391 -3.0197 -1.789 -0.543 -0.911
C 1.2887 -2.3520 -2.9437 -0.788 0.205 3.197
C -0.0789 -2.3869 -2.0985 1.249 -0.842 -1.718
C -1.1224 -3.1793 -2.6244 -0.126 1.128 0.847
C -2.3655 -3.1952 -1.9319 0.001 0.238 -1.169
C -2.6689 -2.3417 -0.8911 1.414 -1.663 -1.787
C -1.6176 -1.6298 -0.4000 -0.966 0.768 0.751
C -0.3679 -1.5433 -0.9912 0.240 -2.464 -0.684
H 3.5801 -4.2859 -1.2880 -0.689 0.554 -0.051
H 2.0159 -3.6903 -0.7008 -0.349 0.076 0.442
H 3.3498 -2.5523 -1.1670 -0.346 0.183 -0.111
H 3.0040 -3.3165 -3.4402 -0.328 -0.135 0.640
H 0.9931 -4.8613 -3.7153 0.755 -0.424 0.122
H 1.5088 -5.5707 -2.1666 0.426 1.138 -0.189
H 2.7001 -5.4417 -3.4787 -0.044 -0.021 -0.137
H 0.9800 -2.3379 -3.9459 0.060 0.215 -1.522
H 1.8800 -1.4718 -2.5853 -0.576 -0.596 -0.869
H -1.0924 -3.5897 -3.6516 0.299 -0.180 0.923
H -3.1848 -3.7639 -2.3181 -0.194 -0.521 -0.401
H -3.6586 -2.2963 -0.5683 -1.282 0.103 1.032
H -1.9628 -1.1354 0.4771 0.558 1.142 1.090

100
Properties=species:S:1:pos:R:3:forces:R:3 method="wB97M-V/def2-TZVPD" lumo_ev=0.08
C 5.0752 -1.1715 1.2388 -0.295 -2.117 1.345
O 4.5160 -1.4413 2.5676 -0.150 0.470 -0.620
H 5.7001 -2.0641 1.0109 0.056 0.834 -0.135
H 4.3361 -1.1207 0.4449 -0.320 0.330 0.089
H 5.6478 -0.2698 1.3589 0.268 0.287 -0.245
H 3.7032 -1.9708 2.5189 0.179 0.176 -0.320
C -5.6444 0.5053 -1.4187 -0.951 0.754 -0.015
C -5.6544 -0.8699 -0.8251 0.345 -0.951 -0.956
C -5.8972 -1.8608 -2.0514 0.288 1.177 0.487
C -5.4607 -3.2469 -1.7517 -0.185 -0.037 0.992
C -4.0625 -3.2952 -1.2532 1.136 -0.235 0.873
C -3.7694 -2.4532 0.0045 -0.756 0.874 -0.734
N -4.2910 -1.1013 -0.3111 0.646 -0.888 -1.532
O -3.9252 -0.1929 0.6551 -0.369 0.518 1.096
C -4.4051 -3.0228 1.2890 -0.984 -0.189 -1.942
C -2.2609 -2.3616 0.1340 -0.149 0.067 1.039
C -6.8041 -0.9803 0.1912 -0.037 -0.703 -0.558
H -5.6011 1.2895 -0.6723 0.195 0.125 0.245
H -6.5958 0.6664 -1.9518 0.420 -0.044 -0.110
H -4.8007 0.5982 -2.0781 0.235 0.226 -0.440
H -6.9696 -1.8110 -2.2733 0.174 -0.013 -0.122
H -5.3336 -1.5940 -2.9642 -0.250 0.710 0.450
H -5.5064 -3.8263 -2.6563 -0.581 -0.750 -0.076
H -6.0448 -3.5767 -0.9063 -0.788 -0.948 -0.195
H -3.3859 -2.9694 -2.0416 0.243 0.042 -0.039
H -3.7762 -4.3101 -0.9550 -0.045 -0.115 -0.402
H -5.4802 -3.1349 1.1344 -0.004 -0.412 -0.227
H -3.9826 -3.9926 1.4693 0.228 -0.353 0.650
H -4.4046 -2.3497 2.1026 0.857 0.558 1.202
H -1.9955 -1.6156 0.8730 -0.062 0.197 0.228
H -1.9057 -3.3043 0.5370 0.310 -0.291 -0.250
H -1.7563 -2.0907 -0.7798 0.027 -0.146 -0.430
H -7.1947 -2.0046 0.2316 -0.026 0.182 0.017
H -7.5943 -0.3259 -0.1840 -0.093 -0.089 0.437
H -6.5253 -0.7194 1.2074 0.016 0.352 0.088
H -4.4360 -0.4464 1.4446 0.227 0.432 0.139
C 2.1174 3.2418 -4.0745 1.791 -1.158 -1.514
O 2.8888 3.6454 -4.9418 0.284 1.138 -0.082
N 2.4461 3.2535 -2.7925 0.067 0.525 2.846
N 1.1134 2.4520 -4.4902 -1.995 -1.169 -0.217
H 1.9585 2.7819 -2.0086 0.199 0.462 -1.129
H 3.2594 3.8201 -2.5697 -0.315 -0.300 0.094
H 1.1268 2.3942 -5.4938 -0.359 0.138 -0.025
H 0.2267 2.3376 -4.0016 0.321 0.250 0.170
C 2.7445 5.0349 1.7765 -0.912 -0.847 1.685
O 2.0385 5.5460 2.6217 -1.385 1.141 1.115
N 2.3324 3.8106 1.3301 0.226 -0.089 -0.957
N 3.9073 5.6093 1.5212 2.132 0.569 -2.117
H 1.3369 3.8992 1.5400 0.201 -0.986 -0.657
H 2.6395 3.5384 0.3943 -0.354 -0.127 0.285
H 3.7899 6.5897 1.7383 0.590 -0.037 -0.034
H 4.4127 5.3763 0.6540 -0.358 0.057 0.643
C -1.7690 1.7432 -1.8172 1.997 3.500 1.123
O -1.0378 2.5366 -2.3859 0.978 1.271 -2.108
N -1.7430 0.5133 -2.2102 -1.744 -4.686 -1.162
N -2.2783 2.2354 -0.6772 -1.141 -0.917 1.139
H -2.5222 -0.0987 -2.0263 -0.320 -0.159 0.748
H -1.5116 0.4184 -3.1760 0.591 0.134 -0.490
H -1.6315 3.0072 -0.5332 -0.793 0.029 1.041
H -2.6106 1.5997 0.0580 0.339 0.623 -0.332
C 1.3476 0.6867 4.8138 -1.548 0.698 -0.237
O 0.2114 0.1967 4.6405 1.069 0.135 0.171
N 2.4810 0.0117 4.9033 0.060 -2.368 0.535
N 1.5475 1.9920 4.9631 -0.866 2.449 -0.415
H 3.2880 0.3585 4.4327 0.534 -0.242 -0.166
H 2.2242 -0.9589 4.8641 1.074 -0.566 -0.345
H 2.4441 2.4502 5.0381 -0.012 -0.512 0.030
H 0.8465 2.5600 4.5244 -0.235 0.333 0.181
C 2.6942 -1.6814 -3.2796 1.385 0.193 4.832
O 3.3177 -2.0029 -2.2539 0.405 0.172 0.457
N 1.9407 -0.5909 -3.2476 -1.053 3.391 0.469
N 2.6654 -2.5405 -4.2221 -0.296 -2.348 -3.904
H 2.0618 0.1445 -3.9462 -0.327 -0.373 -0.147
H 2.0858 -0.1580 -2.3135 -0.270 -0.164 -0.890
H 3.0337 -3.4095 -3.8856 0.100 -0.387 -0.609
H 2.0156 -2.4825 -4.9851 0.017 -0.192 -0.021
C 5.4899 2.5422 -0.9909 0.573 1.769 1.580
O 4.8377 3.5765 -0.7284 -0.671 -0.601 -0.624
N 4.9120 1.3523 -1.0380 -1.726 -0.272 -0.310
N 6.8359 2.7539 -1.0961 0.916 0.057 -0.072
H 3.8930 1.5047 -1.0150 0.480 -0.865 0.109
H 5.2726 0.4101 -1.1046 0.242 0.547 -0.241
H 7.0244 3.6492 -0.6870 0.009 0.469 -0.217
H 7.5581 2.1334 -0.7908 -0.183 -1.005 -0.185
C 0.7751 -3.1688 3.4413 -0.623 1.001 -1.650
O 1.5481 -2.5128 2.7602 1.758 1.837 -0.399
N 1.0082 -4.4877 3.4484 0.024 -1.433 0.548
N -0.3062 -2.5561 3.9440 0.463 -0.030 0.042
H 0.2416 -5.1250 3.4339 -0.373 -0.366 0.230
H 1.7104 -4.6475 2.7434 0.021 -0.442 0.074
H -0.9132 -3.0866 4.5235 -0.489 0.213 0.668
H -0.1433 -1.5315 4.0024 -0.717 -0.492 0.548
C 1.3419 0.5207 0.3665 -0.534 -0.213 -0.071
O 1.7318 1.2825 -0.5226 0.642 0.582 -0.323
N 1.8758 0.4978 1.5990 -0.077 -0.159 0.007
N 0.2781 -0.2754 0.0933 -0.204 -0.163 -0.534
H 1.6177 -0.2276 2.2646 0.259 0.348 -0.118
H 2.5072 1.2639 1.7863 0.038 -0.308 0.281
H -0.0415 -1.0634 0.6224 0.329 0.005 0.396
H -0.0098 -0.2310 -0.8772 -0.042 -0.093 0.231

99
Properties=species:S:1:pos:R:3:forces:R:3 method="wB97M-V/def2-TZVPD" lumo_ev=-3.46 charge=+1
C 2.3758 4.9934 0.1938 0.286 -0.032 -0.128
C 1.5433 4.5230 1.3729 -0.552 0.047 -0.642
P 1.6124 2.7152 1.7067 1.311 -0.375 1.125
C 0.1735 2.3705 2.8213 0.147 0.464 -0.787
C 0.6349 2.2439 4.2649 -0.451 -0.542 -0.060
C 1.3490 1.8338 0.0990 -1.864 0.930 -1.087
C -0.1145 1.8087 -0.4848 -0.186 -0.189 0.248
B -0.3774 3.0814 -1.4186 0.045 0.081 -0.478
O -0.7918 4.2222 -0.7107 -1.072 -0.469 -0.384
N -0.1985 3.2063 -2.8427 0.691 1.578 1.364
C 1.2057 3.2437 -3.2895 -0.104 -0.932 -0.847
C -0.8634 4.4189 -3.3685 0.500 -0.567 -0.613
C -0.5887 0.3183 -0.7623 2.191 1.009 1.364
O -1.2245 -0.0299 0.4660 -0.248 -0.651 -0.516
C -2.5685 -0.4568 0.3840 -0.575 0.173 0.836
C -3.5574 0.6519 0.0718 -0.512 -0.815 -0.095
N -4.8665 0.0067 -0.0300 0.419 0.432 -0.481
C -5.9743 0.9368 -0.1718 -0.314 -0.743 0.520
C -6.4275 1.6733 1.0891 -0.601 0.696 -0.438
C -6.4886 0.8162 2.3293 0.815 0.049 0.060
O -5.6399 2.8507 1.3433 0.330 -0.269 -0.320
B -1.2605 -0.1250 -2.1695 -0.343 -0.476 -0.497
O -1.4714 -1.4739 -2.3105 -0.636 0.078 0.244
O -1.7391 0.6797 -3.1876 -0.901 0.181 0.825
C 0.7973 -0.4060 -0.7626 0.684 -0.778 -2.076
Br 1.3229 -0.0568 -2.7254 -0.677 -0.196 -0.018
C 0.9603 -1.9363 -0.6491 -0.388 -0.134 0.707
C -0.0516 -2.7759 0.1364 0.111 0.053 0.664
C -0.0243 -2.6428 1.6576 -0.433 0.043 -0.102
S -1.4315 -3.5668 2.3666 0.006 -0.371 0.113
N 1.8745 0.3901 -0.0032 -0.125 0.896 1.589
Cl 2.0413 -0.2352 1.6624 -0.168 -0.409 -0.003
P 3.4751 0.5456 -0.8451 1.597 0.988 -2.712
C 4.6032 1.7921 -0.1095 -0.257 -0.749 2.009
C 5.2081 1.5828 1.3039 0.007 0.407 -0.253
C 4.3620 -1.0537 -0.9442 -0.302 -0.500 1.608
C 4.7975 -1.7657 0.3458 0.079 -0.247 -0.353
H 2.2666 6.0584 0.0335 -0.156 0.254 0.043
H 2.1086 4.5160 -0.7456 -0.132 -0.070 -0.151
H 3.4366 4.8288 0.3563 0.211 -0.139 0.061
H 0.5211 4.8714 1.2530 -0.154 -0.054 -0.041
H 1.9348 5.0015 2.2637 0.070 -0.135 0.374
H -0.3193 1.4763 2.4452 -0.016 -0.234 0.146
H -0.5396 3.1830 2.7153 -0.251 0.121 -0.020
H -0.1350 1.7348 4.8363 -0.148 -0.026 0.187
H 1.5229 1.6253 4.3178 0.307 0.039 0.165
H 0.7966 3.2016 4.7425 0.270 0.192 -0.035
H 1.8764 2.4853 -0.5903 0.830 -0.513 -0.130
H -0.6846 2.0614 0.4010 -0.543 -0.037 -0.007
H -1.7056 4.1337 -0.3933 0.490 0.205 0.381
H 1.5655 4.2572 -3.4522 -0.102 0.292 0.257
H 1.9019 2.7332 -2.6307 -0.057 -0.062 0.197
H 1.2888 2.7410 -4.2526 0.088 -0.059 -0.173
H -0.3442 5.3284 -3.0819 -0.030 0.217 0.288
H -1.8963 4.4622 -3.0641 -0.302 0.044 0.067
H -0.8063 4.3721 -4.4527 -0.227 -0.047 -0.218
H -2.8330 -0.7876 1.3854 0.220 -0.108 0.290
H -2.7517 -1.3283 -0.2333 0.306 -0.020 -0.485
H -3.3731 1.0969 -0.9098 0.195 0.338 0.043
H -3.5385 1.3983 0.8641 0.265 0.384 -0.051
H -5.0019 -0.6385 0.7372 -0.138 0.061 0.037
H -5.7602 1.6450 -0.9687 0.203 0.180 -0.128
H -6.8314 0.3670 -0.5261 -0.161 -0.111 -0.035
H -7.4410 2.0322 0.8931 -0.169 -0.056 -0.197
H -6.5317 -0.2392 2.0889 -0.328 -0.230 -0.059
H -7.3154 1.0795 2.9696 -0.199 0.059 0.171
H -5.5633 0.9555 2.8839 0.102 0.035 0.195
H -5.5350 3.2736 0.4763 -0.058 0.080 0.477
H -2.2537 -1.5786 -2.8815 0.631 -0.235 -0.125
H -2.5391 1.1485 -2.8952 0.499 0.224 -0.412
H 1.9426 -2.1743 -0.2507 0.244 0.206 0.107
H 0.9690 -2.3319 -1.6498 -0.158 -0.033 -0.327
H 0.2085 -3.8099 -0.0609 0.018 -0.224 -0.229
H -1.0733 -2.6634 -0.1905 -0.097 0.282 -0.358
H 0.9077 -3.0287 2.0540 0.107 -0.190 0.193
H -0.1347 -1.6238 1.9897 -0.061 0.248 -0.001
H -2.0585 -2.5677 3.0060 0.220 0.093 -0.070
H 5.4168 1.8353 -0.8255 -0.064 -0.206 -0.528
H 4.1096 2.7558 -0.1464 -0.195 0.081 -0.204
H 4.7768 0.7605 1.8570 -0.080 -0.169 0.002
H 5.0425 2.4705 1.9003 -0.036 0.192 0.166
H 6.2805 1.4453 1.2293 0.180 -0.182 0.066
H 5.2391 -0.8722 -1.5566 0.030 0.464 -0.288
H 3.7260 -1.7397 -1.4911 -0.144 0.040 -0.398
H 5.4109 -2.6282 0.1065 0.122 -0.159 -0.196
H 5.3954 -1.1445 0.9959 -0.036 0.211 0.211
H 3.9339 -2.1565 0.8667 -0.117 0.055 0.342
C 0.1516 -7.1428 0.2454 -0.124 -0.025 0.122
O 0.3072 -5.9700 0.5424 0.118 0.050 -0.075
N 0.8834 -7.8053 -0.6642 -0.023 -0.114 -0.029
C 0.6488 -9.2044 -0.9725 0.156 0.157 -0.082
C 1.9425 -7.0946 -1.3588 -0.098 0.102 0.133
H -0.6247 -7.7671 0.7162 0.012 0.014 -0.004
H 1.5453 -9.7885 -0.7585 -0.046 -0.074 -0.016
H 0.3954 -9.3161 -2.0280 -0.017 -0.086 0.014
H -0.1722 -9.5876 -0.3712 -0.012 0.035 0.024
H 2.6699 -6.7158 -0.6397 0.037 0.019 -0.051
H 1.5258 -6.2459 -1.9034 0.060 0.007 -0.031
H 2.4372 -7.7648 -2.0564 -0.026 -0.042 0.006

57
Properties=species:S:1:pos:R:3:forces:R:3 method="wB97M-V/def2-TZVPD" lumo_ev=0.52
C 3.9687 -1.8656 -2.9525 -0.071 0.271 0.092
H 4.3107 -1.5276 -3.9283 0.021 -0.018 -0.118
H 2.9117 -2.1115 -3.0271 -0.114 -0.103 -0.075
H 4.5181 -2.7682 -2.6916 0.074 -0.146 0.019
C 4.1962 -0.7817 -1.9027 0.181 -0.171 0.025
C 5.6749 -0.4139 -1.8278 -0.289 0.057 -0.022
H 6.2666 -1.2779 -1.5315 0.112 -0.105 0.037
H 5.8390 0.3799 -1.1029 0.081 0.086 0.084
H 6.0310 -0.0721 -2.7970 0.094 0.032 -0.084
H 3.6215 0.1065 -2.1848 0.008 -0.029 0.048
C 3.6944 -1.2439 -0.5247 -0.075 0.159 -0.205
C 2.2105 -1.4527 -0.5315 -0.221 -0.239 0.152
N 1.4759 -0.3506 -0.6108 0.165 0.106 0.017
C 0.1464 -0.3881 -0.6614 -0.061 -0.245 -0.126
N -0.4767 0.8163 -0.7395 0.008 0.130 0.100
C 0.2971 2.0366 -0.7463 0.151 0.349 -0.001
H 1.3479 1.7572 -0.8160 -0.195 0.244 -0.032
H 0.0256 2.6273 -1.6281 0.087 -0.023 0.027
C 0.0551 2.8352 0.5325 0.348 0.021 0.089
N -1.3671 2.8859 0.8420 0.120 -0.001 -0.064
C -1.7260 3.0251 2.1442 -0.071 0.072 -0.122
O -0.8993 3.1798 3.0232 0.061 -0.012 0.241
C -3.1945 3.0240 2.4317 -0.171 0.070 0.261
C -3.7407 2.0124 3.2112 0.119 0.046 -0.085
C -5.0865 2.0343 3.5325 -0.040 -0.047 0.022
C -5.8888 3.0736 3.0927 -0.067 0.003 0.021
C -5.3439 4.0941 2.3308 -0.049 0.060 -0.032
C -4.0014 4.0705 1.9976 0.106 -0.093 0.032
H -3.5712 4.8682 1.4088 0.037 0.071 -0.072
H -5.9659 4.9110 1.9958 -0.048 0.065 -0.019
H -6.9378 3.0923 3.3483 -0.082 -0.001 0.019
H -5.5084 1.2412 4.1317 -0.034 -0.065 0.044
H -3.1062 1.2122 3.5623 0.068 -0.066 0.054
C -2.2393 2.4287 -0.2095 -0.155 -0.318 -0.216
H -2.1219 3.0755 -1.0850 -0.107 -0.042 0.057
C -1.9045 0.9745 -0.5639 -0.504 0.072 -0.072
H -2.2472 0.3300 0.2543 -0.014 0.143 -0.095
H -2.4470 0.6856 -1.4734 -0.034 0.041 0.161
H -3.2772 2.4821 0.1189 0.140 -0.016 -0.151
H 0.4458 3.8532 0.4222 0.074 -0.089 0.021
H 0.5653 2.3706 1.3823 -0.011 0.070 -0.154
C -0.5523 -1.6295 -0.6649 1.125 0.055 0.160
C 0.2275 -2.7794 -0.5544 0.239 0.303 0.044
C 1.6121 -2.7034 -0.4757 -0.279 0.037 0.050
C 2.2083 -4.0774 -0.3779 0.172 -0.064 -0.023
H 2.9994 -4.1403 0.3697 0.064 -0.051 -0.053
H 2.6318 -4.3688 -1.3431 0.090 -0.068 0.009
C 1.0016 -4.9604 -0.0161 0.033 -0.038 -0.018
H 1.0798 -5.9596 -0.4407 -0.009 -0.037 0.065
H 0.9357 -5.0572 1.0688 0.002 -0.018 -0.006
C -0.2314 -4.2034 -0.5340 -0.088 -0.113 0.039
H -1.1147 -4.3502 0.0877 -0.044 -0.003 -0.073
H -0.4898 -4.5137 -1.5507 -0.062 0.011 -0.003
C -1.9379 -1.8042 -0.8121 -0.812 -0.220 -0.157
N -3.0536 -2.0481 -0.9504 -0.169 -0.046 -0.023
H 3.9295 -0.4689 0.2075 0.003 -0.051 0.075
H 4.2029 -2.1653 -0.2404 0.091 -0.034 0.034